The following is a quantum chemistry calculation of a single C4H6N2O molecule in a non-equilibrium geometry, from the Open Molecules 2025 dataset.

```
13
Properties=species:S:1:pos:R:3
C -0.52942 -3.21275 -0.20460
N -0.01844 -2.06030 -0.05657
N -0.70202 -1.00725 -0.47857
C -0.38097 0.29647 -0.18284
C 0.66909 0.82214 0.51143
C 0.84164 2.24418 0.53737
O 0.31733 3.18288 -0.09815
H -1.64821 -3.51431 -0.37412
H 0.18091 -3.96797 0.14732
H -1.52586 -1.15149 -1.00831
H -1.19017 1.00379 -0.44418
H 1.42960 0.21840 1.02474
H 1.65623 2.52114 1.21751
```

Properties
**Kohn-Sham gap**: 8.7864 eV
**LUMO**: 0.09 eV
**Total energy**: -9270.278 eV
**Strongest force on any atom**: 2.75 eV/A

Atomic partial charges in e from the Löwdin method, atoms 1 to 2: C -0.052; N -0.042

---

The following is a quantum chemistry calculation of a single C4H6N2O molecule in a non-equilibrium geometry, from the Open Molecules 2025 dataset.

```
13
Properties=species:S:1:pos:R:3
O -2.14918 1.38215 -0.77817
C -1.18447 0.74091 -0.43426
N 0.01547 1.21754 0.05208
C 1.06549 0.32223 -0.41698
C 0.31723 -1.02548 -0.32782
C -0.29727 -1.03721 0.99266
N -1.08241 -0.67701 -0.39092
H 0.11160 2.20231 0.21445
H 1.95333 0.30807 0.21711
H 1.32803 0.58571 -1.44712
H 0.67808 -1.91746 -0.82835
H -1.00623 -1.70062 1.43556
H 0.25034 -0.40115 1.71176
```

Properties
**Kohn-Sham gap**: 10.3174 eV
**LUMO**: 0.83 eV
**Total energy**: -9270.966 eV
**Strongest force on any atom**: 1.47 eV/A

Atomic partial charges in e from the Löwdin method, atoms 1 to 2: O 0.096; C -0.536